Version i
Density functional theory data (the ωB97M-V functional and the def2-TZVPD basis) for one molecule with the formula C2H4N4S.

Each line ends with the Mulliken charge.
Positions of all 11 atoms, in Å:
S (-1.4310, 0.4728, -1.3377)  -0.068
N (-0.4808, 1.2431, -0.0903)  -0.369
N (1.7875, 1.1905, 0.4541)  -0.702
N (0.5950, -0.8318, 0.2121)  0.002
N (-0.6178, -1.5250, 0.2045)  -0.566
C (-1.5952, -1.0278, -0.4424)  -0.063
C (0.6965, 0.5608, 0.2054)  0.535
H (1.2848, -1.2661, 0.7732)  0.262
H (2.5709, 0.5512, 0.6360)  0.204
H (-0.2906, 2.2108, -0.2689)  0.324
H (-2.5192, -1.5784, -0.3459)  0.442

Values from the calculation:
Charge ... 0
SMILES ... [H]/N=C1\NN=CSN1
Multiplicity ... 1
Lowest unoccupied orbital energy ... 0.2619 eV

Version ii
Density functional theory data (the ωB97M-V functional and the def2-TZVPD basis) for a 2-piece molecular cluster, C2H4N4S overall.

Each line ends with the Mulliken charge.
Positions of all 11 atoms, in Å:
S (-2.4828, 1.0939, 0.1969)  -0.336
N (0.7623, 0.1474, -0.5147)  0.977
N (1.4621, -0.3366, 0.5141)  -0.748
N (1.2650, 1.3296, -0.9334)  -0.400
N (2.2595, 1.5953, -0.1930)  -0.301
C (-0.2903, -0.4510, -1.0598)  -0.510
C (2.3863, 0.5759, 0.6908)  0.036
H (-0.7220, 0.0019, -1.9305)  0.412
H (-0.6121, -1.3908, -0.6606)  0.341
H (-2.4145, 0.4676, 1.3747)  0.090
H (3.1510, 0.5182, 1.4340)  0.439

Values from the calculation:
Charge ... 0
Multiplicity ... 1
Lowest unoccupied orbital energy (spin up / spin down) ... -2.4782 / -2.4809 eV

Most stable pick: version i. Distance to second place: 64.7 kcal/mol.

Version i
Density functional theory data (the ωB97M-V functional and the def2-TZVPD basis) for a 2-piece molecular cluster, C5H14NO2 overall.

Each line ends with the Mulliken charge.
Positions of all 22 atoms, in Å:
O (-1.4879, 1.1488, 1.6729)  -0.886
O (-3.3062, -0.6234, 1.2524)  -0.737
N (1.9083, -0.5214, -0.9250)  -0.488
C (0.0141, 1.0550, -0.2721)  -0.294
C (-0.6157, 1.8413, 0.9029)  -0.718
C (0.4549, -1.1189, 0.9927)  -1.284
C (1.0540, 0.0297, 0.1621)  0.078
C (1.1024, -1.0463, -2.0190)  -0.785
H (-3.0619, -0.8972, 0.3707)  0.251
H (2.4281, 0.2852, -1.2519)  0.301
H (-1.0866, 2.7417, 0.4314)  0.224
H (-2.6522, 0.0907, 1.4104)  0.446
H (0.2074, 2.2818, 1.5188)  0.272
H (1.7342, 0.4347, 0.9183)  0.333
H (-0.0877, -1.8630, 0.4003)  0.218
H (-0.2491, -0.7751, 1.7444)  0.407
H (1.6546, -1.8357, -2.5576)  0.277
H (1.2868, -1.6299, 1.4770)  0.336
H (-0.8040, 0.5080, -0.7368)  0.081
H (0.2011, -1.5207, -1.6443)  0.275
H (0.9095, -0.3483, -2.8360)  0.269
H (0.3957, 1.7632, -1.0116)  0.423

Values from the calculation:
Charge ... -1
Multiplicity ... 1
Lowest unoccupied orbital energy ... 3.7170 eV

Version ii
Density functional theory data (the ωB97M-V functional and the def2-TZVPD basis) for C5H14NO2 as an isolated structure.

Each line ends with the Mulliken charge.
Positions of all 22 atoms, in Å:
O (2.0908, -0.2943, -0.0952)  -0.694
O (3.9975, 0.9466, 0.7388)  -0.951
N (-0.5272, -1.7044, -0.4203)  -0.635
C (-1.5054, 0.6294, -0.7983)  -1.098
C (-0.3301, -0.2599, -0.2587)  0.152
C (-2.8581, 0.2104, -0.0378)  -0.429
C (-2.5419, 0.1400, 1.4558)  -1.032
C (0.9875, 0.2721, -0.8224)  -1.075
H (-1.6453, -0.4388, 1.6806)  0.307
H (-1.2198, 1.6333, -0.5804)  0.404
H (2.9229, 0.3546, 0.3946)  0.408
H (-2.6040, 1.0690, 2.0208)  0.283
H (-0.0465, -2.0209, -1.3384)  0.295
H (-3.5283, 1.0314, -0.3070)  0.361
H (0.0293, -2.1541, 0.3093)  0.363
H (1.0460, 1.3565, -0.6192)  0.357
H (-1.5966, 0.5511, -1.8339)  0.462
H (-0.1764, -0.1391, 0.8039)  0.381
H (-3.3141, -0.6390, -0.5302)  0.286
H (4.8047, 0.4554, 0.4370)  0.169
H (1.1322, 0.1561, -1.8477)  0.380
H (-3.3323, -0.4557, 1.9723)  0.307

Values from the calculation:
Charge ... -1
Multiplicity ... 1
Lowest unoccupied orbital energy ... 3.6803 eV

Version iii
Density functional theory data (the ωB97M-V functional and the def2-TZVPD basis) for a 2-piece molecular cluster, C5H14NO2 overall.

Each line ends with the Mulliken charge.
Positions of all 22 atoms, in Å:
O (1.0498, 1.2815, -4.0971)  -0.737
O (2.0656, 0.0552, -2.0081)  -0.885
N (1.0609, 1.2021, 1.0650)  -0.700
C (-0.4545, -0.6257, 0.4619)  -0.956
C (1.7993, -0.4509, -0.7842)  -0.742
C (-1.7274, -0.0064, 0.9809)  -0.310
C (-2.4848, -0.8267, 2.0260)  -1.295
C (0.6311, 0.3150, -0.0498)  0.450
H (-2.4205, 0.1125, 0.1360)  0.241
H (0.0206, -1.2739, 1.2194)  0.322
H (1.4437, 0.7128, -3.3613)  0.496
H (-1.5749, 1.0135, 1.3426)  0.419
H (-1.8487, -1.0272, 2.8914)  0.350
H (-0.6578, -1.3347, -0.3494)  0.380
H (2.6617, -0.4133, -0.0704)  0.220
H (-3.4210, -0.3341, 2.2772)  0.360
H (1.0437, 0.6724, 1.9243)  0.259
H (1.7570, 1.8742, -4.3858)  0.246
H (1.4796, -1.5174, -0.8598)  0.177
H (0.2813, 0.9584, -0.8632)  0.121
H (2.0393, 1.4207, 0.8911)  0.298
H (-2.7441, -1.8079, 1.6133)  0.288

Values from the calculation:
Charge ... -1
Multiplicity ... 1
Lowest unoccupied orbital energy ... 3.5841 eV

Most stable pick: version iii. Distance to second place: 6.0 kcal/mol.

Version i
Density functional theory data (the ωB97M-V functional and the def2-TZVPD basis) for one molecule with the formula CH4BClS.

Each line ends with the Mulliken charge.
Positions of all 8 atoms, in Å:
Cl (-1.4446, 1.5491, 2.1772)  -0.164
S (-0.5704, 2.1946, 0.4972)  -0.065
C (0.2948, -1.1948, -0.2813)  -0.761
B (0.0912, 0.5725, -0.3101)  0.289
H (0.6540, 1.1588, -1.1730)  -0.047
H (1.3236, -1.0815, -0.4639)  0.227
H (-0.3016, -1.5863, -1.0961)  0.259
H (-0.0470, -1.6123, 0.6500)  0.261

Values from the calculation:
Charge ... 0
SMILES ... CBSCl
Multiplicity ... 1
Lowest unoccupied orbital energy ... 0.2926 eV

Version ii
Density functional theory data (the ωB97M-V functional and the def2-TZVPD basis) for one molecule with the formula CH4BClS.

Each line ends with the Mulliken charge.
Positions of all 8 atoms, in Å:
Cl (-2.7249, 0.6063, 0.0184)  -0.118
S (-1.3621, -0.8844, 0.1034)  0.007
C (0.7881, 0.1295, 0.7228)  -0.233
B (0.3630, -0.1270, -0.7717)  0.070
H (1.2416, -0.6891, 1.2593)  0.257
H (-0.1074, 0.9372, -1.3897)  -0.109
H (0.9456, -1.1061, -1.1688)  -0.093
H (0.8562, 1.1337, 1.2263)  0.218

Values from the calculation:
Charge ... 0
Multiplicity ... 1
Lowest unoccupied orbital energy ... -1.3251 eV

Most stable pick: version i. Distance to second place: 35.5 kcal/mol.

Version i
Density functional theory data (the ωB97M-V functional and the def2-TZVPD basis) for C4H4N2O as an isolated structure.

Each line ends with the Mulliken charge.
Positions of all 11 atoms, in Å:
O (0.4298, -1.4650, 0.1398)  -0.272
N (-3.3457, -0.1437, -0.3455)  -0.388
N (0.9723, 1.7402, 0.1211)  -0.627
C (-0.1257, -0.4219, 0.7845)  0.033
C (1.0899, -0.5966, -0.7965)  -0.288
C (0.6456, 0.5712, 0.0317)  0.374
C (-2.2739, -0.0229, 0.0217)  -0.058
H (2.1810, -0.5889, -0.9073)  0.306
H (-0.5452, -0.7682, 1.7858)  0.363
H (0.3790, -0.7380, -1.6568)  0.281
H (0.5930, 2.4336, 0.8215)  0.274

Values from the calculation:
Charge ... 0
Multiplicity ... 1
Lowest unoccupied orbital energy (spin up / spin down) ... -1.3438 / -1.3440 eV

Version ii
Density functional theory data (the ωB97M-V functional and the def2-TZVPD basis) for a 2-piece molecular cluster, C4H4N2O overall.

Each line ends with the Mulliken charge.
Positions of all 11 atoms, in Å:
O (1.9897, -1.3020, -0.4682)  -0.266
N (-0.3909, -2.9844, 0.5971)  -0.385
N (-1.1831, 0.7402, -0.2259)  -0.539
C (1.2159, 1.0129, 0.0090)  -0.767
C (1.5971, -0.2377, -0.2429)  0.657
C (-1.2130, -2.2379, 0.2807)  0.131
C (-0.1616, 1.4784, -0.0125)  0.064
H (-0.2424, 2.5560, 0.1731)  0.315
H (2.0213, 1.7047, 0.2296)  0.325
H (-1.9061, -1.4735, -0.0198)  0.266
H (-2.0297, 1.3065, -0.1914)  0.200

Values from the calculation:
Charge ... 0
SMILES ... [H]/N=C/C=C=O.C#N
Multiplicity ... 1
Lowest unoccupied orbital energy ... 0.4824 eV

Version iii
Density functional theory data (the ωB97M-V functional and the def2-TZVPD basis) for one molecule with the formula C4H4N2O.

Each line ends with the Mulliken charge.
Positions of all 11 atoms, in Å:
O (1.0031, -1.1976, -0.1264)  -0.361
N (1.0488, 1.1224, -0.0321)  -0.521
N (-1.3889, 1.5223, 0.0319)  -0.673
C (1.6410, -0.0281, 0.1466)  0.103
C (-0.3399, 0.7423, -0.0857)  0.472
C (-1.4785, -1.4112, 0.0844)  -0.560
C (-0.3405, -0.6958, 0.0218)  0.284
H (-1.8968, -2.5628, -0.0240)  0.287
H (-2.3401, -0.5149, -0.0561)  0.286
H (-1.0163, 2.3693, -0.0846)  0.297
H (2.7162, 0.1337, 0.1739)  0.386

Values from the calculation:
Charge ... 0
SMILES ... [H]/N=C1\N=COC1=C
Multiplicity ... 1
Lowest unoccupied orbital energy ... -0.3352 eV

Version iv
Density functional theory data (the ωB97M-V functional and the def2-TZVPD basis) for one molecule with the formula C4H4N2O.

Each line ends with the Mulliken charge.
Positions of all 11 atoms, in Å:
O (1.6493, 0.9325, 0.0203)  -0.319
N (-2.5660, 0.4737, -0.0697)  -0.624
N (-1.6834, -0.3969, 0.1010)  -0.122
C (0.2774, 1.1142, -0.0571)  -0.430
C (0.6980, -1.0659, -0.1087)  -0.564
C (1.8595, -0.3705, 0.0323)  -0.263
C (-0.3701, -0.1088, -0.0585)  0.729
H (-0.0097, 2.0744, 0.0139)  0.534
H (-3.4495, 0.1122, 0.1312)  0.251
H (0.7377, -2.1694, -0.1557)  0.338
H (2.8568, -0.5955, 0.1511)  0.470

Values from the calculation:
Charge ... 0
SMILES ... [H]/N=N/c1ccoc1
Multiplicity ... 1
Lowest unoccupied orbital energy ... 0.0327 eV

Most stable pick: version ii. Distance to second place: 17.9 kcal/mol.

Version i
Density functional theory data (the ωB97M-V functional and the def2-TZVPD basis) for one molecule with the formula C4H4N2O.

Each line ends with the Mulliken charge.
Positions of all 11 atoms, in Å:
O (0.1670, -1.1110, -0.0521)  -0.357
N (-1.0433, -1.3529, -1.9890)  -0.591
N (-0.1555, 1.7856, 0.5462)  -0.088
C (-0.4941, -0.5904, -1.1571)  0.179
C (-0.8852, 2.3320, -0.2015)  -0.175
C (0.7370, -0.3920, 0.9432)  -0.201
C (0.6313, 0.9035, 1.2576)  -0.041
H (1.3417, -1.0400, 1.5683)  0.344
H (1.1560, 1.3150, 2.1106)  0.362
H (-0.5237, 0.4825, -1.2988)  0.288
H (-0.9313, -2.3322, -1.7274)  0.280

Values from the calculation:
Charge ... 0
Multiplicity ... 1
Lowest unoccupied orbital energy ... 0.6008 eV

Version ii
Density functional theory data (the ωB97M-V functional and the def2-TZVPD basis) for one molecule with the formula C4H4N2O.

Each line ends with the Mulliken charge.
Positions of all 11 atoms, in Å:
O (1.3150, -0.5135, 2.1695)  -0.501
N (-0.4585, 2.3046, -0.2455)  -0.518
N (-1.0263, 0.2113, -0.9086)  -0.257
C (-0.9142, 1.5729, -1.1715)  0.057
C (-0.3551, -0.6209, -0.3651)  0.759
C (0.2898, -1.5982, 0.2536)  -0.763
C (1.1012, -1.4818, 1.4725)  0.010
H (1.5708, -2.4640, 1.6710)  0.277
H (-0.4843, 3.2876, -0.5008)  0.237
H (-1.3065, 1.8625, -2.1465)  0.343
H (0.2681, -2.5606, -0.2287)  0.355

Values from the calculation:
Charge ... 0
SMILES ... [H]/N=C/N=C=CC=O
Multiplicity ... 1
Lowest unoccupied orbital energy ... 0.1712 eV

Version iii
Density functional theory data (the ωB97M-V functional and the def2-TZVPD basis) for one molecule with the formula C4H4N2O.

Each line ends with the Mulliken charge.
Positions of all 11 atoms, in Å:
O (0.5774, 2.4993, -0.9019)  -0.524
N (-1.7526, -0.5119, 1.8826)  -0.472
N (0.4310, -1.7741, -0.3281)  -0.382
C (-0.1330, 0.4867, 0.1012)  0.265
C (0.5656, -0.5019, -0.6764)  -0.105
C (-0.9912, 0.0058, 1.1459)  0.047
C (0.0682, 1.8816, 0.0213)  -0.114
H (-0.5254, 2.5279, 0.7982)  0.275
H (0.8591, -2.4530, -1.0043)  0.257
H (-0.1929, -1.9951, 0.4379)  0.236
H (1.0938, -0.1654, -1.4765)  0.518

Values from the calculation:
Charge ... 0
SMILES ... N#C/C(C=O)=C\N
Multiplicity ... 1
Lowest unoccupied orbital energy ... -0.1926 eV

Most stable pick: version iii. Distance to second place: 28.0 kcal/mol.

Version i
Density functional theory data (the ωB97M-V functional and the def2-TZVPD basis) for a 4-piece molecular cluster, C3H13NO3 overall.

Each line ends with the Mulliken charge.
Positions of all 20 atoms, in Å:
O (-3.1374, -2.3455, 0.0161)  -0.636
O (1.1718, -1.4190, 2.2959)  -0.644
O (-0.0683, -1.9383, -0.8723)  -0.622
N (0.1638, 1.3543, -1.8268)  -0.485
C (1.7166, 0.9260, -0.1152)  -1.114
C (-0.4500, 1.8955, 0.4996)  -1.380
C (0.5015, 1.3255, -0.5179)  0.953
H (-2.9354, -2.5889, -0.9422)  0.310
H (-2.5588, -3.0140, 0.4075)  0.314
H (2.5226, 0.4269, -0.6152)  0.266
H (0.0047, 2.3189, 1.4362)  0.324
H (-0.9124, 2.8553, 0.2946)  0.405
H (0.8878, 1.1858, -2.5277)  0.206
H (-1.2904, 1.2601, 0.8181)  0.275
H (2.0555, -1.1223, 2.3653)  0.305
H (0.5691, -1.6175, -0.2034)  0.321
H (0.5073, -0.7238, 2.2891)  0.315
H (-0.6949, 1.1642, -2.2684)  0.237
H (-0.2139, -1.1020, -1.3716)  0.353
H (2.1609, 1.1588, 0.8383)  0.296

Values from the calculation:
Charge ... 0
SMILES ... C=C(C)N.O.O.O
Multiplicity ... 1
Lowest unoccupied orbital energy ... 0.6358 eV

Version ii
Density functional theory data (the ωB97M-V functional and the def2-TZVPD basis) for a 3-piece molecular cluster, C3H13NO3 overall.

Each line ends with the Mulliken charge.
Positions of all 20 atoms, in Å:
O (1.9044, -1.0292, 0.5463)  -0.552
O (-2.7824, -0.8028, -0.7336)  -0.577
O (-1.0054, -1.7208, 2.0494)  -0.650
N (1.6872, 0.9088, -0.8817)  -0.350
C (0.3882, 1.5542, -0.7405)  -0.284
C (-0.3906, 1.1665, 0.5064)  -0.781
C (1.7896, -0.5039, -0.8016)  -0.384
H (2.6759, -0.8580, -1.3078)  0.296
H (-0.2060, 1.1721, -1.5709)  0.252
H (0.9158, -0.9401, -1.2982)  0.261
H (-3.3703, -0.1128, -1.0562)  0.295
H (-0.0215, 1.6447, 1.4158)  0.276
H (-1.4622, 1.3280, 0.4026)  0.308
H (-0.9813, -2.1383, 1.1774)  0.302
H (2.4723, 1.3285, -0.4084)  0.238
H (-3.3644, -1.5343, -0.4808)  0.295
H (0.5848, 2.6169, -0.8306)  0.346
H (-0.3273, 0.0855, 0.6142)  0.047
H (-0.0784, -1.8493, 2.2942)  0.314
H (1.5717, -0.3158, 1.1038)  0.348

Values from the calculation:
Charge ... 0
SMILES ... CCNCO.O.O
Multiplicity ... 1
Lowest unoccupied orbital energy ... 0.6015 eV

Most stable pick: version ii. Distance to second place: 15.5 kcal/mol.